# 1
C57H49BrN5O2P2Pt | ωB97M-V with the def2-TZVPD basis set

Summary:
Total charge: +1
<S²>: 2.10
Energy relative to the best compared isomer or geometry (same formula, charge and spin) in kcal per mole: 0.0
Spin multiplicity: 3

The geometry in XYZ format:
```
117
C57H49BrN5O2P2Pt, DFT ωB97M-V with the def2-TZVPD basis set
Pt -0.161 -0.440 0.160
O -2.136 -2.238 2.253
C -1.888 -1.893 3.552
C -2.716 -2.227 4.615
C -2.312 -1.925 5.906
C -1.095 -1.295 6.135
C -0.326 -0.890 5.059
C -0.729 -1.152 3.748
P 0.229 -0.377 2.397
C 1.897 -0.919 2.887
C 2.866 -0.073 3.411
C 4.106 -0.582 3.784
C 4.379 -1.932 3.632
C 3.407 -2.785 3.117
C 2.172 -2.281 2.751
C 0.155 1.390 2.828
C -0.647 1.927 3.830
C -0.672 3.302 4.041
C 0.106 4.145 3.262
C 0.903 3.617 2.252
C 0.916 2.251 2.032
C -2.268 -3.544 1.846
C -2.736 -4.593 2.624
C -2.903 -5.841 2.042
C -2.599 -6.050 0.706
C -2.074 -5.009 -0.038
C -1.872 -3.751 0.530
P -1.221 -2.386 -0.500
C -0.170 -3.280 -1.674
C -0.172 -3.049 -3.046
C 0.722 -3.726 -3.867
C 1.629 -4.623 -3.325
C 1.648 -4.846 -1.953
C 0.756 -4.175 -1.133
C -2.776 -1.870 -1.298
C -3.312 -2.550 -2.390
C -4.526 -2.149 -2.930
C -5.218 -1.080 -2.380
C -4.702 -0.420 -1.273
C -3.488 -0.816 -0.731
H -3.679 -2.682 4.437
H -2.949 -2.198 6.737
H -0.765 -1.092 7.145
H 0.599 -0.354 5.234
H 2.661 0.982 3.539
H 4.856 0.080 4.195
H 5.344 -2.325 3.922
H 3.616 -3.841 3.004
H 1.409 -2.948 2.359
H -1.269 1.288 4.442
H -1.305 3.711 4.817
H 0.090 5.213 3.436
H 1.502 4.273 1.633
H 1.507 1.847 1.223
H -2.970 -4.464 3.667
H -3.289 -6.652 2.647
H -2.753 -7.020 0.253
H -1.792 -5.182 -1.069
H -0.859 -2.333 -3.472
H 0.708 -3.547 -4.935
H 2.322 -5.149 -3.968
H 2.358 -5.541 -1.524
H 0.780 -4.347 -0.063
H -2.796 -3.399 -2.819
H -4.933 -2.679 -3.782
H -6.163 -0.769 -2.806
H -5.243 0.407 -0.832
H -3.090 -0.309 0.140
Br 2.539 7.957 -1.059
C 1.068 7.172 -1.946
C 1.270 6.044 -2.729
C 0.189 5.443 -3.348
C -1.102 5.968 -3.181
C -1.274 7.137 -2.430
C -0.196 7.731 -1.804
N -2.241 5.363 -3.687
N -2.113 4.203 -4.247
C -1.888 3.055 -3.608
C -1.573 1.913 -4.371
C -1.117 0.750 -3.774
C -0.913 0.678 -2.403
O -0.349 -0.388 -1.853
C -1.324 1.771 -1.593
N -1.202 1.610 -0.247
C -1.778 2.490 0.547
C -2.500 3.587 0.064
C -2.536 3.818 -1.287
C -1.911 2.915 -2.161
H 2.266 5.640 -2.849
H 0.335 4.571 -3.972
H -2.270 7.550 -2.333
H -0.331 8.620 -1.204
H -1.650 1.989 -5.447
H -0.854 -0.107 -4.382
H -1.684 2.326 1.611
H -3.009 4.241 0.758
H -3.068 4.671 -1.685
C 2.900 -1.367 -0.697
C 4.268 -1.507 -1.413
N 4.769 -0.192 -1.807
C 4.829 0.666 -0.629
C 3.404 0.888 -0.054
N 2.425 0.034 -0.756
C 2.404 0.451 -2.176
C 3.838 0.396 -2.770
H 2.977 -1.646 0.353
H 2.142 -1.993 -1.164
H 4.180 -2.120 -2.311
H 5.006 -1.976 -0.759
H 5.288 1.614 -0.912
H 5.476 0.189 0.110
H 3.093 1.928 -0.184
H 3.375 0.648 1.006
H 1.987 1.460 -2.226
H 1.730 -0.216 -2.707
H 4.201 1.393 -3.027
H 3.854 -0.209 -3.677
```

# 2
C35H34ClIMnN8O7S2 | ωB97M-V with the def2-TZVPD basis set

Summary:
<S²>: 8.76
Spin multiplicity: 6
Energy in eV: -136714.518

The geometry in XYZ format:
```
89
C35H34ClIMnN8O7S2, DFT ωB97M-V with the def2-TZVPD basis set
Mn -0.058 0.816 -0.302
C 2.135 0.399 3.400
C 1.066 0.417 2.352
N 1.277 -0.067 1.130
N 2.568 -0.359 0.772
C 2.839 -1.430 0.005
N 4.058 -1.498 -0.576
S 1.761 -2.694 -0.105
C -0.224 0.972 2.556
C -0.730 1.417 3.796
C -2.000 1.920 3.871
C -2.779 1.999 2.707
C -2.218 1.610 1.512
N -0.996 1.090 1.412
H 2.898 -0.333 3.136
H 1.720 0.140 4.372
H 2.606 1.382 3.471
H 3.226 0.421 0.829
H 4.615 -0.669 -0.699
H 4.208 -2.267 -1.207
H -0.097 1.375 4.669
H -2.396 2.270 4.810
H -3.784 2.381 2.732
H -2.760 1.728 0.578
C 0.495 6.372 -1.283
C -0.819 5.764 -0.888
C -1.852 5.772 -1.816
C -3.106 5.273 -1.516
Cl -4.344 5.278 -2.722
C -3.383 4.797 -0.248
C -2.365 4.780 0.681
C -1.073 5.209 0.374
O -0.198 5.157 1.431
C 1.112 4.667 1.280
C 1.202 3.253 0.662
O 2.194 2.566 0.923
O 0.254 2.896 -0.086
H 0.368 6.962 -2.188
H 1.227 5.591 -1.489
H 0.874 7.027 -0.498
H -1.669 6.190 -2.794
H -4.370 4.440 -0.001
H -2.542 4.418 1.680
H 1.520 4.612 2.294
H 1.760 5.326 0.691
C -4.400 -2.057 -4.652
C -3.202 -1.178 -4.537
C -2.097 -1.275 -5.333
C -1.035 -0.354 -5.144
N -1.064 0.526 -4.165
C -2.095 0.581 -3.339
S -2.197 1.620 -2.023
N -3.199 -0.230 -3.567
C 0.166 -0.414 -6.008
H -4.387 -2.594 -5.597
H -5.312 -1.466 -4.571
H -4.402 -2.788 -3.841
H -2.041 -2.028 -6.099
H -4.006 -0.093 -2.972
H -0.046 -0.904 -6.956
H 0.906 -1.000 -5.457
H 0.577 0.579 -6.161
I -1.082 -4.273 -3.577
C -1.762 -3.013 -2.038
C -2.964 -3.270 -1.396
C -3.331 -2.409 -0.374
C -2.500 -1.353 -0.047
N -1.352 -1.101 -0.684
C -0.991 -1.924 -1.668
H -3.577 -4.120 -1.656
H -4.255 -2.562 0.165
H -2.754 -0.680 0.759
H -0.056 -1.717 -2.179
O 1.483 -0.911 -3.316
C 1.712 0.135 -2.714
O 1.024 0.546 -1.715
C 2.887 0.995 -3.095
C 3.460 1.863 -2.165
C 4.585 2.589 -2.498
C 5.116 2.482 -3.782
C 4.527 1.651 -4.734
C 3.434 0.893 -4.374
N 6.295 3.214 -4.124
O 6.618 3.246 -5.302
O 6.918 3.748 -3.219
H 3.011 1.959 -1.184
H 5.062 3.254 -1.794
H 4.943 1.614 -5.729
H 2.982 0.211 -5.075
```

# 3
C30H44BCeCl2N10O6S3 | ωB97M-V with the def2-TZVPD basis set

Summary:
Total charge: +1
Energy relative to the best compared isomer or geometry (same formula, charge and spin) in kcal per mole: 6.5

The geometry in XYZ format:
```
97
C30H44BCeCl2N10O6S3, DFT ωB97M-V with the def2-TZVPD basis set
Ce 0.589 0.984 1.096
C -4.271 -1.681 2.276
C -4.556 -2.603 1.086
C -4.855 -3.997 1.633
C -5.775 -2.134 0.280
N -3.367 -2.689 0.183
C -2.722 -3.866 -0.117
C -1.789 -3.592 -1.050
N -1.854 -2.258 -1.352
B -0.978 -1.745 -2.550
N -1.237 -0.269 -2.935
C -2.312 0.012 -3.751
C -2.253 1.304 -4.097
N -1.122 1.851 -3.508
C -0.500 0.865 -2.791
S 0.952 1.001 -1.906
C -0.743 3.253 -3.885
C -0.508 3.261 -5.400
C 0.507 3.792 -3.200
C -1.916 4.166 -3.513
N 0.514 -2.026 -2.309
C 1.348 -2.188 -3.388
C 2.600 -2.343 -2.929
N 2.559 -2.284 -1.551
C 1.264 -2.059 -1.175
S 0.622 -1.906 0.410
C 3.785 -2.410 -0.699
C 3.618 -3.538 0.328
C 4.084 -1.067 -0.043
C 4.958 -2.779 -1.606
C -2.815 -1.714 -0.597
S -3.274 -0.039 -0.613
H -5.179 -1.573 2.868
H -3.954 -0.693 1.955
H -3.498 -2.123 2.909
H -5.721 -3.930 2.288
H -4.019 -4.385 2.218
H -5.091 -4.701 0.834
H -6.653 -2.137 0.924
H -5.955 -2.813 -0.555
H -5.638 -1.129 -0.108
H -2.945 -4.804 0.355
H -1.072 -4.239 -1.524
H -1.321 -2.406 -3.493
H -3.045 -0.734 -4.000
H -2.925 1.875 -4.708
H 0.275 2.547 -5.658
H -0.192 4.252 -5.722
H -1.409 2.993 -5.951
H 1.398 3.244 -3.492
H 0.424 3.755 -2.117
H 0.628 4.833 -3.500
H -2.837 3.891 -4.026
H -1.676 5.192 -3.787
H -2.091 4.130 -2.436
H 0.982 -2.175 -4.399
H 3.510 -2.495 -3.476
H 2.959 -3.249 1.137
H 4.588 -3.790 0.755
H 3.209 -4.427 -0.156
H 3.271 -0.753 0.600
H 4.258 -0.298 -0.799
H 4.971 -1.154 0.585
H 4.779 -3.726 -2.118
H 5.844 -2.891 -0.985
H 5.166 -1.999 -2.340
Cl 0.161 4.105 1.192
C -1.102 4.214 2.431
Cl -1.487 2.586 3.045
H -2.000 4.627 1.989
H -0.740 4.815 3.256
O 5.801 3.135 3.458
C 4.995 2.821 4.451
O 5.373 2.743 5.591
C 3.552 2.568 4.144
C 2.640 2.305 5.141
N 1.438 2.186 4.562
N 1.492 2.334 3.237
C 2.775 2.563 2.960
C 3.191 2.677 1.513
O 4.274 3.165 1.244
O 2.342 2.231 0.656
H 5.326 3.224 2.597
H 2.806 2.192 6.199
H 0.561 1.974 5.006
N -0.760 -0.490 3.081
C 0.189 -0.922 4.132
C 1.664 -0.738 3.691
O 2.528 -1.092 4.456
O 1.812 -0.193 2.531
H -1.673 -0.337 3.492
H -0.867 -1.261 2.425
H 0.060 -1.968 4.414
H 0.040 -0.327 5.032
N -1.751 2.066 0.011
C -1.757 0.824 0.143
H -2.477 2.579 -0.486
```

Question: What is the formula in the first record?
Answer: C57H49BrN5O2P2Pt